No. 1
Computed, not measured: a structure of composition C15H21N2O2RuSSi in a non-equilibrium geometry, with ωB97M-V with the def2-TZVPD basis set.

Each line ends with the Löwdin charge.
Positions of all 43 atoms, in Å:
Ru: -0.04 0.71 -0.48  1.181
S: 3.99 1.49 1.32  1.012
C: 4.22 1.40 -0.37  -0.426
C: 3.07 1.15 -1.05  -0.192
C: 1.93 1.00 -0.20  -0.302
C: 2.30 1.17 1.11  -0.537
C: 1.29 1.21 2.15  -0.272
C: 1.53 1.49 3.50  -0.015
C: 0.47 1.59 4.37  -0.052
C: -0.83 1.40 3.89  -0.063
C: -0.98 1.09 2.56  -0.122
N: 0.04 0.99 1.71  -0.002
H: 5.21 1.56 -0.77  0.063
H: 3.04 1.07 -2.13  0.095
H: 2.55 1.64 3.83  0.104
H: 0.64 1.82 5.41  0.112
H: -1.69 1.49 4.54  0.104
H: -1.97 0.91 2.15  0.100
N: -2.28 0.62 -0.83  -0.043
C: -2.66 1.92 -1.39  -0.136
C: -1.60 2.99 -1.14  -0.608
O: -1.89 4.16 -1.22  0.080
O: -0.38 2.56 -0.89  -0.170
H: -2.56 -0.15 -1.44  0.062
H: -2.73 0.46 0.06  0.077
H: -3.61 2.29 -1.01  0.122
H: -2.76 1.84 -2.48  0.131
C: -1.92 -2.77 -2.06  -0.190
Si: -0.25 -2.30 -1.34  0.401
C: 0.99 -3.62 -1.79  -0.189
C: -0.37 -2.28 0.54  -0.203
C: 0.32 -0.64 -1.99  -0.363
H: -2.07 -3.86 -1.98  0.030
H: -1.98 -2.51 -3.11  0.032
H: -2.77 -2.31 -1.55  0.015
H: 0.61 -4.61 -1.52  0.030
H: 1.93 -3.47 -1.25  0.035
H: 1.21 -3.62 -2.86  0.033
H: -0.43 -3.30 0.93  0.035
H: -1.24 -1.74 0.92  0.008
H: 0.53 -1.83 0.99  0.023
H: -0.24 -0.34 -2.88  0.009
H: 1.38 -0.68 -2.25  -0.010

Results
Maximum force, Eh/bohr: 0.02085
HOMO (spin up / spin down), Ha: -0.286 / -0.280
Orbital gap (spin up / spin down), eV: 7.50 / 7.23
2S+1: 2



No. 2
Computed, not measured: a cluster of 2 separate species, C6H12NO5S in total in a non-equilibrium geometry, with ωB97M-V with the def2-TZVPD basis set.

Each line ends with the Löwdin charge.
Positions of all 25 atoms, in Å:
C: 1.91 -0.71 0.15  -0.568
C: -0.60 -1.32 -1.49  -0.087
C: -0.90 -1.93 0.97  -0.090
C: 1.18 2.65 0.49  -0.110
C: 0.90 0.28 0.54  -0.115
C: -0.76 -0.89 -0.08  -0.391
N: 0.88 1.45 -0.27  -0.122
O: 2.42 -0.47 -1.08  0.066
O: -3.27 -0.38 -0.25  -0.346
O: 2.23 -1.69 0.80  0.052
O: -2.00 0.91 1.40  -0.352
O: -1.73 1.37 -0.99  -0.368
S: -2.06 0.38 0.05  0.423
H: -0.44 -0.45 -2.13  0.080
H: 0.22 -2.03 -1.63  0.087
H: -1.53 -1.79 -1.80  0.091
H: -1.24 -1.45 1.89  0.081
H: -1.64 -2.67 0.67  0.088
H: 0.05 -2.45 1.15  0.074
H: 2.24 2.64 0.78  0.077
H: 1.00 3.52 -0.14  0.077
H: 0.57 2.74 1.39  0.081
H: 0.65 0.36 1.59  0.132
H: -0.08 1.56 -0.66  0.049
H: 2.01 0.39 -1.35  0.093

Results
Net charge: -1
Maximum force, Eh/bohr: 0.07018
HOMO, Ha: -0.196
Orbital gap, eV: 8.85
2S+1: 1



No. 3
Computed, not measured: a structure of composition C39H62F12I2N6O7S in a non-equilibrium geometry, with ωB97M-V with the def2-TZVPD basis set.

Each line ends with the Löwdin charge.
Positions of all 129 atoms, in Å:
C: -7.67 3.38 -4.22  0.018
C: -6.48 3.46 -5.13  -0.497
O: -6.54 3.87 -6.24  0.118
N: -5.28 2.92 -4.53  -0.059
C: -4.36 2.38 -5.54  -0.023
C: -4.62 3.85 -3.64  -0.122
C: -4.34 3.47 -2.33  -0.059
C: -4.75 2.08 -1.88  -0.090
C: -3.58 1.11 -2.09  -0.052
C: -3.96 -0.34 -1.92  -0.441
F: -4.37 -0.64 -0.67  0.135
F: -5.00 -0.63 -2.75  0.122
C: -2.83 -1.31 -2.35  -0.357
F: -3.23 -2.57 -2.09  0.147
F: -2.66 -1.18 -3.68  0.159
C: -1.47 -1.09 -1.64  -0.350
F: -0.81 -0.07 -2.21  0.165
F: -1.71 -0.80 -0.34  0.164
C: -0.53 -2.33 -1.67  -0.570
F: -0.96 -3.30 -0.89  0.201
F: -0.41 -2.76 -2.92  0.197
F: 0.67 -1.95 -1.24  0.185
C: -3.66 4.34 -1.40  -0.093
C: -3.42 3.97 0.05  -0.097
C: -2.09 3.27 0.34  -0.056
C: -2.23 2.19 1.37  -0.625
F: -2.62 2.72 2.55  0.149
F: -3.13 1.25 1.07  0.141
F: -1.05 1.58 1.57  0.129
C: -3.24 5.59 -1.81  -0.220
C: -2.50 6.54 -0.95  -0.786
I: -3.63 7.97 0.08  0.890
C: -1.17 6.49 -0.90  -0.800
C: -0.32 5.54 -1.68  -0.143
I: -0.01 7.80 0.27  0.871
C: -3.53 6.00 -3.15  -0.317
N: -3.18 7.18 -3.68  -0.206
S: -3.68 7.16 -5.20  1.050
N: -4.34 5.70 -5.28  -0.202
C: -4.21 5.16 -4.07  -0.279
H: -8.49 3.94 -4.65  0.085
H: -7.42 3.78 -3.24  0.084
H: -7.91 2.33 -4.10  0.091
H: -3.53 3.05 -5.76  0.089
H: -3.95 1.43 -5.21  0.073
H: -4.88 2.19 -6.47  0.090
H: -5.08 2.09 -0.85  0.118
H: -5.60 1.77 -2.49  0.110
H: -2.79 1.35 -1.38  0.101
H: -3.22 1.23 -3.11  0.126
H: -4.27 3.42 0.44  0.120
H: -3.42 4.91 0.60  0.093
H: -1.64 2.88 -0.57  0.124
H: -1.38 3.99 0.76  0.129
H: 0.53 6.08 -2.09  0.064
H: 0.07 4.74 -1.06  0.063
H: -0.85 5.10 -2.52  0.083
C: 6.41 3.61 3.17  -0.115
O: 6.18 3.02 1.91  -0.190
C: 5.84 1.64 1.96  -0.217
C: 4.41 1.42 1.53  -0.208
N: 3.48 1.94 2.52  -0.042
C: 2.08 1.96 2.09  -0.195
C: 1.72 2.86 0.92  -0.227
O: 1.82 4.25 1.19  -0.201
C: 3.10 4.83 1.01  -0.097
H: 6.79 4.61 3.00  0.088
H: 5.49 3.68 3.76  0.080
H: 7.16 3.05 3.74  0.087
H: 6.03 1.22 2.96  0.119
H: 6.50 1.12 1.26  0.119
H: 4.23 0.34 1.41  0.108
H: 4.28 1.89 0.55  0.110
H: 3.75 2.88 2.77  0.072
H: 1.48 2.27 2.95  0.122
H: 1.78 0.94 1.85  0.119
H: 0.67 2.70 0.69  0.082
H: 2.28 2.61 0.01  0.117
H: 3.66 4.33 0.21  0.091
H: 3.69 4.81 1.93  0.076
H: 2.95 5.87 0.73  0.066
C: -6.32 -3.93 0.01  -0.106
O: -5.39 -4.92 -0.39  -0.184
C: -4.03 -4.61 -0.08  -0.229
C: -3.49 -5.54 0.99  -0.210
N: -4.11 -5.28 2.28  -0.048
C: -3.81 -6.27 3.31  -0.202
C: -4.29 -7.69 3.10  -0.230
O: -5.70 -7.84 3.14  -0.179
C: -6.38 -7.61 1.92  -0.100
H: -7.29 -4.21 -0.40  0.089
H: -6.40 -3.86 1.10  0.082
H: -6.04 -2.95 -0.39  0.077
H: -3.93 -3.56 0.22  0.115
H: -3.45 -4.75 -0.99  0.111
H: -2.41 -5.39 1.07  0.122
H: -3.66 -6.57 0.64  0.108
H: -5.12 -5.24 2.16  0.071
H: -4.24 -5.90 4.24  0.118
H: -2.72 -6.29 3.46  0.117
H: -3.91 -8.29 3.93  0.120
H: -3.89 -8.14 2.18  0.110
H: -5.77 -7.89 1.06  0.088
H: -6.69 -6.57 1.81  0.072
H: -7.28 -8.22 1.92  0.087
C: 6.04 -2.19 1.18  -0.114
O: 7.30 -1.57 1.34  -0.203
C: 7.74 -1.50 2.69  -0.223
C: 8.94 -2.39 2.92  -0.215
N: 8.56 -3.80 2.86  -0.051
C: 9.69 -4.73 2.86  -0.201
C: 10.65 -4.68 1.67  -0.230
O: 10.08 -5.11 0.45  -0.178
C: 9.40 -4.11 -0.29  -0.101
H: 5.74 -2.06 0.14  0.092
H: 6.07 -3.26 1.40  0.081
H: 5.28 -1.72 1.82  0.077
H: 6.93 -1.74 3.39  0.126
H: 8.04 -0.46 2.88  0.114
H: 9.35 -2.18 3.91  0.124
H: 9.69 -2.13 2.17  0.108
H: 8.01 -3.96 2.03  0.070
H: 9.28 -5.74 2.91  0.119
H: 10.27 -4.58 3.78  0.117
H: 11.46 -5.39 1.88  0.121
H: 11.12 -3.70 1.55  0.111
H: 9.84 -3.13 -0.14  0.088
H: 8.33 -4.08 -0.04  0.072
H: 9.48 -4.38 -1.35  0.087

Results
Maximum force, Eh/bohr: 0.02462
HOMO, Ha: -0.316
Orbital gap, eV: 7.47
2S+1: 1



- What is the 2S+1 in the second record?
  1